1.
219
Properties=species:S:1:pos:R:3:forces:R:3:lowdin_charge:R:1 method="wB97M-V/def2-TZVPD" multiplicity=6 molar_mass_g_mol=1749.15 e_tot_ev=-281154.1666 max_force_ev_per_a=3.504 orbital_gap_ev="7.8 / 7.0" lumo_energy_ev="-0.159 / -0.932" charge=0
Fe 3.42813 2.01161 -1.63359 1.6482 -0.2037 -1.0417 1.05
C 6.43332 0.83941 -4.45370 -0.5093 0.1201 -1.0701 -0.05
C 5.04447 1.36544 -4.10872 -0.5704 -0.7331 -1.3587 -0.55
C 4.00545 0.31269 -4.65403 1.6528 -0.7827 1.0374 -0.05
O 4.86017 1.64675 -2.78874 -0.8096 0.4479 1.9279 -0.25
H 6.48502 -0.22071 -4.20969 0.1620 -0.1133 0.0042 0.07
H 7.25391 1.35370 -3.95351 -0.0520 0.2048 -0.2394 0.07
H 6.42663 0.95771 -5.58287 0.7672 -0.2741 1.2586 0.10
H 4.88797 2.27956 -4.70257 0.0259 0.1066 0.1239 0.12
H 3.72386 -0.40515 -3.81860 0.2053 0.9428 -1.1005 0.09
H 4.49326 -0.25351 -5.47451 -0.4259 0.1994 0.3958 0.08
H 3.18363 0.84821 -5.04945 -1.2311 0.2197 -0.2055 0.04
C 0.80525 -1.01002 -1.01388 -0.0896 3.2736 0.6809 0.07
C -0.30100 -0.89670 -0.06759 0.3405 -2.3304 -1.1255 -0.32
C -0.86922 0.38288 0.50983 1.4795 1.5280 -1.1252 -0.39
O -1.71823 0.30502 1.36146 -1.4382 -0.2300 1.2818 0.06
C -0.29632 1.59275 0.00864 2.1723 -1.2632 -0.7777 0.05
C 0.96488 1.47081 -0.61212 -2.6942 -0.5872 0.2704 -0.31
C 1.48744 0.17742 -1.18985 -0.3229 -1.7875 0.4942 -0.29
O 2.65126 0.24778 -1.76374 -0.7548 0.4332 -0.5188 -0.16
O 1.69953 2.47872 -0.80821 1.0500 0.8965 -0.1598 -0.11
O -0.84598 -1.92597 0.30061 -0.5666 -0.5194 0.5384 0.04
H 1.19837 -1.93440 -1.36935 -0.0800 -0.5570 0.1209 0.08
H -0.51514 2.57276 0.34335 -0.5455 0.7025 0.3727 0.07
C -5.10132 0.53823 3.37947 0.4503 -2.7461 0.3874 -0.03
C -6.30844 0.96796 2.69856 -2.5553 0.2391 -0.4127 -0.50
O -6.24159 1.45088 1.59490 -0.2629 0.1305 -0.4087 0.07
C -7.61821 0.92306 3.52668 1.0165 -0.8448 1.6278 -0.01
H -5.23456 -0.42414 3.94714 -0.0154 0.9942 -0.2340 0.11
H -4.81708 1.30596 4.04026 0.5821 0.8995 1.0482 0.05
H -4.35169 0.35226 2.63506 0.6553 0.1576 -0.2858 0.07
H -7.91168 -0.07406 3.96504 0.5815 0.5315 -0.9654 0.09
H -8.53043 1.38438 3.16187 0.3980 0.2928 -0.3905 0.07
H -7.24350 1.38386 4.46982 -0.6792 0.2984 -0.3675 0.08
C -3.85697 1.19946 -1.11001 -0.0152 0.1853 1.3410 0.02
C -3.65184 -0.25542 -1.41072 0.5935 -2.6797 -1.2224 -0.40
O -3.11470 -0.74335 -2.42344 -0.7786 1.5640 1.4563 0.00
C -4.24858 -1.29573 -0.46407 -0.4764 2.8497 1.1769 -0.01
H -4.88402 1.38487 -0.73771 0.6190 -0.3555 0.4240 0.10
H -3.80552 1.83006 -1.94775 0.4831 0.5663 -1.5038 0.05
H -3.08785 1.59457 -0.37739 -1.0110 -0.7103 -0.5405 0.10
H -5.22055 -1.51825 -0.89239 -0.2957 -0.2405 0.0790 0.08
H -4.39412 -0.75062 0.51018 -0.0587 -0.8817 -0.6069 0.08
H -3.67699 -2.18578 -0.33706 0.6192 -0.3983 -0.2120 0.05
C 1.99930 -6.58445 -0.53390 1.2974 0.7376 -0.0867 -0.01
C 1.44420 -5.23903 -0.28124 1.9106 1.8996 -0.1699 -0.48
O 2.20859 -4.25417 -0.20089 -1.2334 -1.5390 -0.0134 0.01
C -0.01059 -5.07946 -0.24750 -1.6311 0.1633 0.8343 -0.03
H 1.25772 -7.31492 -0.61282 -1.0470 -1.2863 0.0501 0.07
H 2.81900 -6.85368 0.12438 -0.1346 -0.0009 0.4080 0.10
H 2.47600 -6.46989 -1.49207 0.1750 -0.1612 -0.6857 0.08
H -0.26507 -4.03243 -0.04856 -0.0478 -0.1438 -0.5001 0.06
H -0.42551 -5.63864 0.61754 0.2609 -0.0743 -0.3521 0.10
H -0.50153 -5.48208 -1.15689 0.4288 0.3139 0.5615 0.08
C 0.72180 -3.49531 3.61886 -0.7526 -0.2857 1.5691 -0.18
C -0.26352 -2.35681 4.03962 0.5177 0.6188 -0.0229 -0.18
C 0.54671 -1.00203 4.12046 -0.1832 -1.4932 -1.5565 -0.17
S 1.90459 -1.28703 2.95126 1.2220 -1.6433 2.8431 0.64
O 3.16418 -1.37847 3.68490 -0.5164 0.1502 0.0737 -0.32
O 1.87003 -0.38466 1.88201 -0.2488 2.1920 -2.4708 -0.26
C 1.49041 -2.90863 2.47049 -0.5555 -1.3391 -0.9313 -0.26
H 0.21344 -4.44174 3.35858 -0.0231 0.6371 -0.0866 0.11
H 1.35646 -3.77956 4.49731 -0.1994 0.4792 -0.7258 0.13
H -0.80119 -2.48605 4.96419 0.0413 -0.4518 0.3450 0.08
H -1.04498 -2.17676 3.27959 0.5267 -0.3044 0.0607 0.09
H 1.01003 -0.70891 5.05293 -0.2309 -0.0088 0.2569 0.10
H -0.09183 -0.28670 3.62334 0.0682 0.7857 0.3177 0.08
H 2.33079 -3.51357 2.15499 0.6187 0.3064 0.2855 0.10
H 0.86986 -2.91013 1.56888 -0.1592 0.5194 0.1609 0.08
C -2.17069 -0.62651 7.64878 1.1359 0.7898 0.2605 -0.21
C -3.02696 -0.38662 8.90041 -0.9633 0.2008 -0.0696 -0.22
C -3.65546 1.02115 8.75766 1.8211 -1.1390 -1.7673 -0.20
S -4.00488 1.17722 6.96594 1.1204 -0.7682 0.6332 0.67
O -3.35768 2.34015 6.43267 0.3918 0.7387 -0.1775 -0.33
O -5.41469 1.04158 6.76334 -0.7926 -0.4169 -0.2210 -0.32
C -3.03311 -0.30037 6.40052 1.1186 2.3598 0.7754 -0.20
H -1.77058 -1.63349 7.62763 -0.1835 -0.2992 -0.1403 0.10
H -1.22540 0.02653 7.78874 -1.5367 -0.6404 -0.7842 0.15
H -2.45274 -0.34293 9.81349 0.3871 -0.3748 0.1827 0.11
H -3.79275 -1.16002 9.02832 0.0716 0.0934 -0.1534 0.12
H -2.81574 1.67644 8.97817 -0.4960 0.6576 0.0407 0.10
H -4.55416 1.19019 9.27259 -0.9949 0.3710 0.8155 0.08
H -2.47894 0.02245 5.49307 -0.2266 -0.1311 0.7028 0.11
H -3.72983 -1.01848 6.09778 -0.8789 -1.3438 -0.0156 0.04
C 1.08716 -3.32668 -6.14489 1.9384 1.2679 -1.3709 -0.20
C 2.08526 -2.61620 -5.12332 -1.8235 -0.1364 -0.8187 -0.19
C 1.58203 -3.11443 -3.78703 0.5787 0.8929 1.1532 -0.25
S 1.43423 -4.82508 -4.03822 1.3271 -2.0760 -0.9727 0.66
O 0.55392 -5.49211 -3.12261 -0.9119 0.1448 0.1662 -0.32
O 2.77877 -5.38592 -4.10913 -0.4703 0.6141 0.0911 -0.32
C 0.85112 -4.76423 -5.75162 0.7683 -1.0634 -0.4920 -0.21
H 1.62000 -3.19122 -7.14300 -1.0356 -0.5459 0.9822 0.14
H 0.16701 -2.76670 -6.19293 -0.2316 0.1726 0.0697 0.07
H 1.96744 -1.54256 -5.27811 0.0235 -0.0675 0.3355 0.09
H 3.09954 -2.85901 -5.34921 0.6943 -0.3949 0.1119 0.10
H 0.59577 -2.68063 -3.58185 0.1270 -0.1585 0.1688 0.12
H 2.24991 -3.04995 -2.89182 -0.4631 0.2512 -0.7374 0.11
H -0.16095 -5.15580 -5.87656 -0.0168 0.3846 0.3142 0.10
H 1.51686 -5.46842 -6.31818 -0.4515 0.6013 0.7271 0.12
C 1.81128 3.15856 2.32274 -0.6651 -1.2098 -1.0462 -0.22
C 1.34240 2.82409 3.74482 1.6910 0.0519 0.3143 -0.19
C 2.64031 2.27367 4.40086 -0.0469 -1.1670 0.6826 -0.22
S 4.02991 3.25714 3.75949 0.0811 -2.1977 -1.2029 0.70
O 5.03761 2.32077 3.22280 -0.8562 1.1116 0.6138 -0.35
O 4.41925 4.23433 4.72646 0.2443 0.7354 0.2502 -0.32
C 3.12583 3.95995 2.32949 -0.5808 -0.0640 1.4365 -0.17
H 0.97177 3.68031 1.85014 0.5050 0.1428 -0.4180 0.10
H 1.94453 2.18315 1.79688 0.0282 0.7943 0.2096 0.10
H 0.54700 2.05493 3.75661 0.2627 0.6475 -0.0305 0.11
H 1.05054 3.77937 4.22628 -0.1434 -0.7024 0.1261 0.12
H 2.91141 1.21983 4.15295 -0.4610 0.7162 -0.6409 0.08
H 2.64484 2.17758 5.49967 0.1021 0.9274 -0.2772 0.11
H 3.77723 3.91813 1.45040 -0.5662 -0.1125 0.3013 0.06
H 2.88435 4.97198 2.65803 0.3139 0.2225 -0.3365 0.11
C -3.27398 5.26219 3.56598 -2.0362 0.8063 1.5075 -0.25
C -2.84954 3.83661 3.67874 1.7091 -0.7455 -1.0977 -0.19
C -2.65844 3.32323 2.22150 -3.0062 0.2575 0.2433 -0.20
S -2.56778 4.73449 1.13775 -0.9394 0.8721 -0.0814 0.70
O -3.79180 4.86834 0.32052 1.7883 -0.0748 1.4683 -0.32
O -1.27883 4.81072 0.49734 0.4580 -0.3391 -0.8554 -0.35
C -2.42210 5.88467 2.53001 -1.1274 -0.9147 -0.7819 -0.22
H -3.17423 5.80471 4.50038 0.3336 -0.0370 0.3715 0.12
H -4.36497 5.39640 3.38136 0.6224 -0.3777 -0.4249 0.14
H -3.41581 3.16445 4.28770 -0.7083 -0.1096 0.1435 0.07
H -1.84262 3.78227 4.10776 -0.0372 0.2862 0.2411 0.11
H -3.55850 2.77245 1.89631 0.4260 0.0359 0.0057 0.10
H -1.81771 2.74193 2.06552 1.6030 -1.2401 -0.2341 0.04
H -2.75704 6.84312 2.25192 0.0209 1.2941 -0.4377 0.10
H -1.40800 5.79949 2.85190 0.8897 0.3473 -0.1548 0.10
C -0.00066 4.62310 -3.07653 0.1870 -0.6552 0.4654 -0.21
C 0.00378 4.95605 -4.55839 -1.7234 -0.4353 -1.6461 -0.21
C 1.35945 4.63693 -5.19434 -0.0005 0.2968 2.3601 -0.17
S 2.41439 4.29893 -3.72032 0.7160 -0.9551 -1.6761 0.77
O 3.73452 4.86501 -3.94945 -0.8438 -0.0234 0.5114 -0.32
O 2.36284 2.81949 -3.51185 0.1080 1.3033 0.2979 -0.36
C 1.36180 5.00909 -2.45673 -0.3550 -1.3811 -1.6584 -0.17
H -0.16001 3.51785 -2.95764 0.0198 1.0540 0.2130 0.12
H -0.76734 5.19645 -2.57339 -0.3424 -0.2490 0.2447 0.12
H -0.23743 6.00632 -4.74252 0.1490 0.0080 0.2277 0.11
H -0.86758 4.39864 -5.06396 1.3879 0.6400 0.6139 0.13
H 1.83236 5.47022 -5.65375 0.2852 0.7081 -0.5066 0.09
H 1.41523 3.79089 -5.81826 0.0008 -1.1105 -0.6921 0.08
H 1.49378 6.07557 -2.42928 0.3447 0.3298 0.5429 0.12
H 1.59091 4.33550 -1.64251 -0.0332 0.7449 0.9034 0.07
C -4.54289 -3.83272 1.66154 -1.0887 -1.1448 0.6179 -0.23
C -5.02025 -5.06897 2.46500 -0.3656 1.0876 0.0588 -0.19
C -4.91679 -4.63854 3.94367 0.2320 -0.3773 -0.2313 -0.21
S -3.31707 -3.88248 3.98391 1.3576 0.2434 -0.7286 0.67
O -2.32305 -4.92610 4.11898 -0.2950 -0.0899 0.3102 -0.31
O -3.22113 -2.74108 4.85537 -0.5415 0.0998 0.4547 -0.34
C -3.24117 -3.38114 2.26682 0.3401 0.3591 -1.2730 -0.22
H -5.31657 -3.10051 1.77664 -0.3365 0.7972 -0.0764 0.11
H -4.52173 -4.11511 0.62540 0.3563 0.1717 -0.5629 0.10
H -4.34807 -5.86608 2.18890 0.0463 -0.6426 0.4302 0.11
H -6.05337 -5.31453 2.21241 0.1775 -0.1713 -0.0228 0.12
H -4.82943 -5.46684 4.64344 -0.3054 0.0235 0.1175 0.11
H -5.65927 -3.89048 4.25404 0.0932 -0.3358 -0.1955 0.12
H -2.42118 -3.98254 1.84187 -0.0862 0.3937 0.2310 0.11
H -3.07109 -2.30864 2.03259 0.2239 -0.5780 0.7249 0.10
C -3.26139 -3.81419 -4.26951 -0.5476 0.4323 0.7263 -0.18
C -3.09585 -4.53659 -2.86289 -0.4948 0.3178 -2.4830 -0.17
C -4.40239 -5.33814 -2.79038 0.5631 2.0273 0.8558 -0.21
S -5.67828 -4.15642 -3.29396 -0.8090 -0.6615 0.4123 0.66
O -6.19298 -3.46085 -2.12442 0.2811 -0.3111 -0.3582 -0.34
O -6.60624 -4.82230 -4.18569 0.1348 0.1031 0.3275 -0.33
C -4.63576 -3.10237 -4.22846 -0.3752 1.1832 -1.0192 -0.24
H -3.21569 -4.47850 -5.15079 0.1099 0.0447 0.6107 0.12
H -2.52909 -3.03923 -4.35009 0.6992 0.3602 -0.3630 0.08
H -2.96428 -3.76022 -2.10799 -0.2051 -0.1713 0.1535 0.11
H -2.20801 -5.15654 -2.92721 0.0613 -0.2086 0.3108 0.09
H -4.61568 -5.57456 -1.77183 -0.4636 -0.8749 0.4877 0.08
H -4.41648 -6.10412 -3.52166 -0.0747 -1.0580 -0.3131 0.09
H -4.62773 -2.11557 -3.69386 0.3193 -0.9312 -0.4727 0.10
H -5.17856 -2.97376 -5.22103 0.9470 -0.1741 1.1531 0.13
C 7.51868 4.04949 -0.14256 1.6588 0.7051 -0.0263 -0.23
C 7.36183 3.70680 -1.64366 -0.2006 1.3570 0.3221 -0.15
C 6.30085 4.83250 -2.02967 0.2363 -0.7917 -0.9261 -0.19
S 5.14503 4.90491 -0.70249 1.0097 -0.6378 -0.2845 0.68
O 4.11117 3.96135 -1.06820 -1.7523 -0.8701 -0.1184 -0.38
O 4.73251 6.22186 -0.34012 -0.1373 0.4393 0.0554 -0.26
C 6.15086 4.12497 0.50388 0.0595 -0.2383 2.1898 -0.24
H 8.06964 5.01955 -0.02265 -0.7187 -0.4283 -0.3112 0.13
H 8.18280 3.38797 0.38958 -0.0805 -0.7035 0.1632 0.11
H 6.98520 2.68583 -1.73664 -0.3406 0.2896 -0.2129 0.07
H 8.33084 3.76509 -2.22172 -1.1500 0.2714 0.6304 0.13
H 5.63054 4.61389 -2.87887 0.6499 0.1732 0.0601 0.08
H 6.70240 5.84513 -2.08170 0.3621 -0.1803 -0.2597 0.11
H 5.75543 3.10958 0.80103 0.2561 1.1421 -0.5495 0.09
H 6.12940 4.79001 1.41550 0.1003 -0.7470 -0.8623 0.14
C 4.81262 -2.29006 0.46483 -0.3931 0.2604 0.3881 -0.18
C 5.85310 -1.89768 1.53628 -0.9189 0.8992 0.0173 -0.18
C 5.64501 -0.41325 1.84519 -1.8344 -0.1381 -1.9794 -0.18
S 5.31786 0.27570 0.19097 -0.0224 0.9838 -0.8296 0.78
O 6.50561 0.81217 -0.44404 0.2252 -0.2862 0.6605 -0.31
O 4.19476 1.26327 0.21090 0.4147 -0.4214 0.2655 -0.37
C 4.87863 -1.23599 -0.65531 -0.4422 -0.3929 0.7874 -0.19
H 3.74990 -2.41529 0.85817 1.5034 0.3180 -0.4765 0.11
H 5.09688 -3.18788 -0.03936 -0.0274 -1.0011 0.1215 0.11
H 6.83691 -2.07528 1.17627 0.9630 -0.1575 -0.3990 0.11
H 5.74769 -2.38418 2.47740 -0.2415 -0.8154 0.5930 0.11
H 6.42884 0.17231 2.24182 0.7886 0.4626 0.6746 0.09
H 4.67148 -0.26061 2.31901 0.3520 0.0188 0.4732 0.07
H 5.73388 -1.36426 -1.33754 -0.5202 -0.1420 0.1050 0.12
H 3.88739 -1.22121 -1.12326 0.6558 0.5818 -0.2657 0.09
C -1.28115 0.82721 -3.95160 -2.2443 -2.5819 -0.5741 -0.21
C -2.64678 1.32269 -4.60164 1.9135 -0.4118 0.4967 -0.19
C -2.53952 1.20747 -6.08582 -1.0683 -1.3396 -2.8251 -0.22
S -0.99840 0.34319 -6.52763 -0.5558 -1.3889 2.7472 0.69
O -0.38525 0.77746 -7.73684 0.3320 0.7172 -0.5515 -0.31
O -1.25435 -1.08345 -6.36320 -0.0724 0.4394 -0.2835 -0.34
C -0.17994 0.80298 -4.95014 0.0284 1.7989 -0.9450 -0.21
H -1.47099 -0.23517 -3.63892 0.3112 1.0962 -0.2017 0.10
H -1.13763 1.36985 -3.05683 0.6471 0.6729 0.9158 0.08
H -2.67487 2.34460 -4.32285 -0.5297 1.1932 0.0519 0.09
H -3.46155 0.81003 -4.13639 -0.3986 -0.3881 0.0252 0.09
H -2.44740 2.15407 -6.60190 -0.1210 0.3523 -0.0438 0.09
H -3.34387 0.59265 -6.68192 1.3371 1.1224 1.4032 0.15
H 0.31327 1.77607 -5.04577 -0.0674 0.0338 -0.2906 0.08
H 0.56881 0.11571 -4.66945 0.8790 -1.0146 -0.0595 0.07

2.
10
Properties=species:S:1:pos:R:3:forces:R:3:lowdin_charge:R:1 method="wB97M-V/def2-TZVPD" multiplicity=5 molar_mass_g_mol=239.32 e_tot_ev=-34884.2340 max_force_ev_per_a=3.564 orbital_gap_ev="4.2 / 6.8" lumo_energy_ev="-0.925 / -0.640" charge=0
C -0.30905 1.03068 -0.48397 0.2660 -0.6334 0.8012 -0.09
C 0.52033 1.76951 0.53327 0.1968 0.1374 0.2843 -0.20
H 0.76412 2.77102 0.14902 -0.1771 -0.2821 0.1553 0.05
H 1.47549 1.26744 0.79430 -0.2716 0.0309 -0.2472 0.06
H -0.00040 1.88857 1.50694 0.0018 0.0673 -0.3615 0.06
O -0.24336 -0.35927 -0.00066 0.1185 1.3347 -0.8016 -0.14
C -0.94818 -1.19551 -0.68410 -0.8725 0.5203 0.2074 -0.45
O -0.58026 -2.38184 -0.76866 1.8141 -2.9847 0.7069 -0.42
H -1.88820 -0.87582 -1.16484 0.6465 0.1843 0.1164 0.14
Er 1.20952 -3.91477 0.11870 -1.7225 1.6253 -0.8611 0.99